[1]
13
Properties=species:S:1:pos:R:3:forces:R:3:lowdin_charge:R:1 method="wB97M-V/def2-TZVPD" charge=-1 gap_ev=8.9 smiles="O=C1OC[C@@H]([P@H](=O)[O-])O1"
O -1.807379 2.376644 0.366017 0.72 -1.89 0.46 0.08
C -1.198208 1.365694 0.038494 -1.87 1.87 -0.64 -0.61
O -0.438354 1.436907 -1.061963 1.51 0.63 -0.81 -0.01
C 0.430536 0.310806 -1.272388 -1.99 -1.13 1.54 -0.10
C -0.335021 -0.703407 -0.196410 1.63 0.21 -0.23 -0.25
P 0.831915 -1.042777 1.271919 -2.07 -0.34 -1.19 0.31
O 2.006804 -1.767557 0.781595 1.45 -0.64 -0.33 -0.42
O -0.057114 -1.467656 2.372772 0.19 -0.22 0.73 -0.40
O -1.327751 0.122361 0.482016 0.42 0.97 -0.71 0.01
H 1.520526 0.587066 -1.079131 -1.57 -0.62 -0.04 0.13
H 0.227717 -0.058264 -2.295764 0.56 0.27 0.48 0.11
H -0.905569 -1.490349 -0.707220 0.47 0.06 0.18 0.12
H 1.051899 0.330532 1.300064 0.56 0.84 0.56 0.03


[2]
10
Properties=species:S:1:pos:R:3:forces:R:3:lowdin_charge:R:1 method="wB97M-V/def2-TZVPD" gap_ev=10.3
C 1.111746 0.309831 2.687479 0.95 -0.63 0.35 -0.18
C 0.412620 -1.028698 -0.609879 -0.07 0.00 0.09 0.02
C -0.505564 -0.089895 -0.568114 0.12 -0.01 -0.06 -0.25
O 2.177585 0.456231 3.041600 -0.59 -0.06 -0.22 0.00
F -1.473854 -0.091768 0.364750 -0.17 -0.06 0.17 -0.04
I -0.308285 2.866820 2.190944 0.12 1.24 -0.05 0.56
H -1.364117 1.714540 2.036196 -0.47 -0.55 -0.08 -0.33
H 1.177971 -1.012845 -1.361038 0.12 0.11 -0.22 0.06
H 0.423026 -1.832095 0.105475 -0.06 -0.12 0.16 0.06
H -0.601539 0.757215 -1.227532 0.05 0.08 -0.13 0.11


[3]
15
Properties=species:S:1:pos:R:3:forces:R:3:lowdin_charge:R:1 method="wB97M-V/def2-TZVPD" gap_ev=9.3
C 1.264788 1.456618 -0.003569 -0.23 0.07 -0.02 -0.22
C -0.095623 -0.435660 0.002210 -2.17 0.97 -0.04 -0.45
C -0.877480 -0.425055 1.287520 0.12 -0.21 0.02 -0.05
C -0.884312 -0.413426 -1.279887 0.13 -0.11 0.02 -0.05
N 1.013563 -1.091442 -0.006068 2.49 -0.52 0.01 -0.06
N 2.140600 -1.196537 -0.009681 -0.63 -1.23 0.00 0.27
O 2.382088 0.964769 0.010800 0.50 0.91 0.02 -0.11
H 0.794851 1.796090 -0.938158 -0.02 -0.01 -0.12 0.08
H 0.771368 1.804599 0.915064 -0.02 -0.01 0.13 0.08
H -1.567356 0.416767 1.277503 0.01 0.06 0.01 0.08
H -0.214556 -0.333479 2.144984 -0.01 0.04 0.09 0.08
H -1.465398 -1.340309 1.398162 -0.08 0.02 0.06 0.08
H -0.219777 -0.467876 -2.138902 -0.02 0.03 -0.10 0.08
H -1.455906 0.512395 -1.335585 0.00 0.03 0.00 0.08
H -1.586857 -1.247448 -1.324389 -0.09 -0.04 -0.08 0.08


[4]
68
Properties=species:S:1:pos:R:3:forces:R:3:lowdin_charge:R:1 method="wB97M-V/def2-TZVPD" charge=-1 gap_ev="7.3 / 7.3" spin_multiplicity=6
Fe 0.968676 1.046807 0.860302 0.01 0.56 0.27 0.93
N 1.850725 -0.917404 0.775990 0.00 -0.35 0.46 -0.02
C 0.927470 -1.771387 1.567802 0.26 0.24 0.24 -0.12
C 0.702969 -1.056189 2.909696 0.27 0.06 0.14 -0.53
O 0.807944 -1.681359 3.972485 -0.13 0.03 -0.17 -0.01
N 0.510112 0.254608 2.744267 -0.38 -0.38 -0.20 -0.04
C 0.831327 1.140562 3.829564 0.02 -0.16 -0.08 -0.14
C 2.059296 1.928602 3.398915 0.33 0.25 0.12 -0.65
O 2.535610 2.770769 4.164744 0.00 -0.19 -0.29 -0.01
O 2.490478 1.614985 2.228878 0.32 0.31 -0.21 -0.15
H 2.730581 -0.799050 1.271346 0.00 -0.04 0.05 0.11
H 2.041322 -1.302893 -0.144640 -0.16 0.18 0.11 0.01
H -0.010823 -1.855815 1.032007 -0.05 -0.09 -0.07 0.09
H 1.316240 -2.771224 1.747911 0.07 -0.04 0.05 0.12
H 0.037153 1.864601 4.041282 -0.01 -0.21 0.19 0.10
H 1.081666 0.614145 4.750067 -0.14 -0.12 0.04 0.12
S 2.676447 1.925595 -0.791271 -0.04 -0.11 0.12 0.64
C 1.315683 2.708556 -1.504303 0.11 -0.01 -0.22 -0.76
C 1.368647 3.567309 -2.617684 -0.02 0.04 -0.07 -0.10
C 0.201881 4.123580 -3.089902 0.07 -0.05 -0.01 -0.10
C -1.010996 3.828780 -2.464192 -0.01 0.07 -0.04 -0.09
C -0.979328 2.979701 -1.378479 0.14 -0.08 0.10 -0.14
N 0.149194 2.446032 -0.912643 -0.20 -0.06 0.07 -0.04
H 2.324279 3.769608 -3.081897 -0.02 0.00 -0.01 0.09
H 0.223998 4.776563 -3.954647 0.01 0.03 0.02 0.10
H -1.943430 4.255447 -2.807890 -0.01 -0.04 -0.01 0.09
H -1.885481 2.695983 -0.853268 0.00 0.01 0.05 0.11
C -2.148343 4.329822 3.907801 0.08 -0.04 0.00 -0.05
N -0.903773 4.209089 3.172750 0.03 0.21 -0.01 -0.17
C 0.246633 5.047800 3.518600 -0.04 -0.08 0.01 -0.01
C -0.738088 3.235191 2.277073 -0.14 -0.07 -0.26 -0.31
O 0.316864 3.050994 1.673626 -0.19 0.01 0.17 -0.04
H -2.317970 5.374210 4.160962 -0.03 0.04 -0.03 0.08
H -2.133657 3.746229 4.831460 0.03 0.02 0.04 0.09
H -2.979852 3.988018 3.293630 0.01 -0.05 0.00 0.09
H -0.069296 5.778415 4.260831 -0.01 0.00 -0.02 0.08
H 0.609692 5.562332 2.629251 -0.02 0.01 -0.01 0.10
H 1.064705 4.443438 3.914387 -0.01 -0.05 0.01 0.07
H -1.623153 2.605231 2.105248 0.09 -0.06 0.02 0.14
Cl -1.560458 -4.652578 -3.990070 -0.01 0.04 0.16 0.71
C 0.068419 -4.049127 -4.058390 0.02 0.04 -0.04 -0.58
C 0.881429 -4.558268 -5.057891 0.03 -0.02 0.00 -0.13
C 2.138105 -4.021622 -5.276054 -0.02 -0.01 0.00 -0.10
C 2.563414 -2.960700 -4.493695 0.07 -0.02 -0.06 -0.12
C 1.756097 -2.481379 -3.481256 0.21 -0.05 0.00 -0.55
Cl 2.325459 -1.147817 -2.534806 0.15 0.08 -0.22 0.79
C 0.493480 -3.022263 -3.196791 -0.22 -0.13 0.04 -0.28
N -0.275534 -2.472669 -2.190960 -0.36 -1.05 -0.42 0.09
C -0.985884 -3.181293 -1.199610 0.51 -0.17 -0.48 -0.23
C -0.691150 -4.499496 -0.864109 0.10 -0.12 -0.01 -0.05
C -1.382627 -5.146970 0.147926 -0.04 0.08 -0.04 -0.09
C -2.372762 -4.474289 0.850984 0.04 0.06 -0.10 -0.09
C -2.653763 -3.156057 0.517309 0.00 -0.05 0.13 -0.03
C -1.973299 -2.499562 -0.500303 -0.46 0.03 0.16 -0.18
C -2.273214 -1.063986 -0.824367 -0.23 0.09 0.05 -0.04
C -1.159683 -0.185887 -0.291059 -0.18 0.58 0.18 -0.64
O -1.356080 0.535016 0.715214 0.19 -0.04 -0.43 -0.03
O -0.038547 -0.247009 -0.869379 -0.16 0.38 0.32 -0.13
H 0.502608 -5.358016 -5.679841 -0.01 0.02 0.01 0.10
H 2.771346 -4.411744 -6.061757 -0.01 0.00 0.01 0.10
H 3.530214 -2.501719 -4.652099 -0.02 0.00 0.01 0.10
H -0.052597 -1.523053 -1.912614 0.20 0.49 0.20 0.05
H 0.108954 -5.011676 -1.384542 -0.02 -0.02 -0.05 0.11
H -1.138718 -6.174247 0.389804 0.02 0.03 0.01 0.10
H -2.910420 -4.961995 1.653371 0.00 0.01 -0.01 0.10
H -3.412627 -2.612417 1.068572 0.01 0.01 -0.02 0.11
H -3.206697 -0.760335 -0.356605 -0.04 -0.01 -0.02 0.12
H -2.340878 -0.926500 -1.907023 0.01 -0.02 0.01 0.13


[5]
76
Properties=species:S:1:pos:R:3:forces:R:3:lowdin_charge:R:1 method="wB97M-V/def2-TZVPD" charge=-1 gap_ev=6.4
La 0.128188 0.157576 0.743705 -2.53 0.03 -1.01 2.04
O -1.212922 -3.328130 -1.844930 -0.03 0.12 -0.10 -0.01
C -0.573354 -2.531313 -1.132509 -0.30 -0.28 -0.51 -0.59
O -0.907603 -1.342747 -0.880700 0.01 -0.04 0.12 -0.19
C 0.762459 -2.991815 -0.590709 -0.07 -0.12 0.08 -0.21
C 1.594843 -3.762742 -1.388660 0.09 -0.12 -0.03 0.00
C 2.878644 -4.026741 -0.946950 -0.11 0.06 0.06 -0.06
C 3.256861 -3.555020 0.299213 0.03 -0.05 0.07 -0.05
C 2.336124 -2.843330 1.049791 0.01 -0.16 0.17 -0.13
N 1.113276 -2.546308 0.615970 0.04 0.06 -0.26 0.07
H 1.240662 -4.120299 -2.344803 -0.07 0.06 0.01 0.11
H 3.573754 -4.585159 -1.560869 0.00 -0.01 -0.02 0.10
H 4.251918 -3.728209 0.685816 -0.01 0.00 0.04 0.10
H 2.589704 -2.476829 2.035599 0.04 0.05 -0.03 0.11
N -1.061955 2.564624 1.494792 0.11 0.21 -0.03 -0.05
C -2.072141 3.203794 0.652265 0.06 -0.10 -0.23 -0.25
C -1.728622 2.933112 -0.809563 -0.01 -0.01 0.27 -0.26
N -1.548230 1.493589 -0.985515 0.02 0.09 -0.22 -0.07
H -1.308839 2.628376 2.476721 0.08 -0.07 0.04 0.06
H -0.172044 3.045709 1.385656 -0.01 0.02 0.12 0.06
H -2.131664 4.286675 0.816007 -0.10 -0.04 0.00 0.11
H -3.048066 2.765261 0.877348 0.01 0.01 0.04 0.11
H -0.781849 3.423735 -1.048929 -0.04 0.03 -0.05 0.11
H -2.518270 3.341174 -1.451016 0.08 0.05 -0.01 0.11
H -1.130060 1.301037 -1.889854 -0.10 -0.08 -0.03 0.08
H -2.455900 1.026315 -0.962772 0.07 -0.14 -0.08 -0.02
O 1.654993 2.189856 2.064879 0.08 -0.32 -0.02 -0.36
S 2.574493 1.111694 2.394161 0.92 0.78 1.16 0.48
O 3.128491 1.181250 3.719799 -0.01 -0.17 -0.21 -0.29
O 1.946072 -0.194498 2.084849 1.35 -0.21 0.93 -0.52
C 3.996283 1.138872 1.282026 -0.15 -0.16 0.16 -0.20
C 5.236985 1.097098 1.907295 -0.10 0.07 0.04 -0.05
C 6.395177 0.895937 1.174509 0.02 0.05 -0.09 -0.07
C 6.320978 0.726702 -0.200095 -0.02 0.02 0.11 -0.07
C 5.091295 0.799620 -0.832779 -0.07 0.13 -0.07 -0.06
C 3.928808 1.017341 -0.104143 -0.22 0.02 -0.07 -0.21
S 2.416630 0.931410 -1.072656 0.89 0.15 -1.57 0.46
O 2.800388 1.228575 -2.430480 0.08 -0.06 0.26 -0.29
O 1.972259 -0.455774 -0.866387 0.17 0.30 -0.16 -0.40
O 1.411161 1.859603 -0.545851 0.45 0.28 -0.17 -0.44
H 5.255014 1.205646 2.982296 0.07 -0.04 0.00 0.11
H 7.350747 0.863497 1.681690 0.00 -0.02 0.00 0.10
H 7.213913 0.535150 -0.780467 0.02 0.03 -0.01 0.10
H 4.995539 0.691540 -1.903926 0.08 0.00 -0.01 0.11
C -1.484435 -0.788071 2.451973 -0.69 -0.25 1.06 -0.27
C -1.249460 -0.067131 3.666427 -0.45 -0.44 0.22 -0.37
C -2.083072 1.007153 4.077486 0.10 0.03 -0.07 -0.09
C -1.868071 1.687735 5.251618 0.09 0.02 0.17 -0.05
C -0.815685 1.327229 6.104985 0.00 -0.24 -0.44 -0.27
C 0.018124 0.262368 5.725522 -0.09 0.14 0.12 -0.04
C -0.195749 -0.413300 4.551565 0.05 0.13 -0.13 -0.06
C -0.615739 2.006452 7.331983 0.04 0.25 0.40 -0.23
N -0.471082 2.558508 8.335092 0.00 -0.03 -0.06 0.11
H -2.501897 -0.690658 2.069533 0.04 -0.02 -0.12 0.04
H -1.158585 -1.830234 2.498235 0.05 0.05 -0.15 0.05
H -2.930961 1.265232 3.450999 -0.02 0.01 0.02 0.11
H -2.522909 2.498554 5.549044 -0.04 -0.02 -0.04 0.11
H 0.827720 -0.026593 6.383433 0.04 -0.01 -0.03 0.12
H 0.459028 -1.231284 4.275418 0.01 -0.01 0.03 0.11
C -2.220158 -3.034151 -5.017748 -0.01 -0.08 0.18 -0.01
C -2.973186 -1.837821 -4.535580 -0.07 0.07 -0.43 -0.27
C -3.436498 -0.858962 -5.373716 0.04 -0.13 0.06 0.00
C -4.022361 0.275837 -4.777924 0.07 -0.02 0.21 -0.33
N -4.215291 0.368704 -3.484605 0.02 0.21 -0.26 0.09
C -3.855233 -0.653264 -2.661229 -0.26 0.03 0.31 -0.85
S -4.218762 -0.603752 -1.038763 -0.09 -0.25 0.09 0.62
N -3.192644 -1.727921 -3.213149 0.47 -0.25 0.14 0.12
C -4.411480 1.460732 -5.611169 0.01 -0.03 0.03 -0.03
H -1.978274 -2.942235 -6.073814 -0.03 0.03 0.01 0.08
H -2.809489 -3.938529 -4.860076 -0.01 -0.01 -0.01 0.10
H -1.308003 -3.149863 -4.434772 0.07 -0.02 0.04 0.08
H -3.303979 -0.932681 -6.442811 0.07 -0.01 0.00 0.11
H -2.697857 -2.407976 -2.589267 -0.17 0.40 0.00 0.12
H -5.281212 1.228057 -6.228611 0.01 -0.02 -0.01 0.08
H -3.592169 1.739911 -6.274904 -0.03 0.01 -0.03 0.08
H -4.654756 2.292131 -4.954997 -0.02 0.01 -0.02 0.08


[6]
16
Properties=species:S:1:pos:R:3:forces:R:3:lowdin_charge:R:1 method="wB97M-V/def2-TZVPD" gap_ev=12.3 smiles=CC.CC
C 1.397276 -0.572686 0.840674 -0.70 -1.07 -0.51 -0.17
C 1.352397 -1.972575 1.572770 -4.20 1.72 1.02 -0.14
H 0.428165 -0.061723 0.922547 0.89 0.36 0.88 0.04
H 2.300872 -0.036476 1.015044 0.32 0.96 0.73 0.05
H 1.428154 -0.672119 -0.279645 0.13 -0.77 0.95 0.06
H 0.222993 -2.135528 1.968271 1.98 0.06 -1.84 0.11
H 1.719625 -2.238025 2.553444 1.61 0.71 -0.12 0.04
H 1.615395 -2.586213 0.781333 0.34 -2.26 -0.69 0.02
C -1.049603 0.540975 -1.169987 -0.69 1.35 2.17 -0.15
C -1.660975 2.053502 -1.235764 2.48 -2.27 -0.79 -0.12
H -1.811241 0.030381 -0.489224 1.55 -0.02 -0.87 0.08
H -0.806548 -0.038731 -2.036247 -0.92 -0.04 -1.08 0.04
H -0.020348 0.566056 -0.720458 -1.50 0.32 -0.03 0.01
H -1.389770 2.479983 -2.192755 -0.63 0.22 -0.37 0.05
H -1.022447 2.582418 -0.549213 -0.37 0.49 0.65 0.04
H -2.703945 2.060760 -0.980791 -0.29 0.25 -0.10 0.05


Energy relative to the best compared isomer or geometry (same formula, charge and spin) (kJ/mol)
11.7; 100.7; 394.1; 104.1; 80.5; 175.4
Total energy (Eh)
-834.3887; -589.4538; -341.8535; -4314.6866; -3241.9336; -159.5182